A molecular structure, C2H2CuFNaO2, computed with ωB97M-V/def2-TZVPD.

Geometry as XYZ:
```
9
C2H2CuFNaO2 (ωB97M-V/def2-TZVPD)
Cu 2.777 -1.974 -0.729
Na 1.493 2.069 -0.370
F -1.884 0.228 -0.958
O -0.566 1.729 0.242
O 1.131 -0.407 -0.252
C -1.026 0.552 0.232
C -0.031 -0.606 0.135
H -1.622 -0.034 1.050
H -0.271 -1.556 0.651
```

The HOMO-LUMO gap comes out at 5.693 eV. As for the total charge: +1. The calculation puts the energy at -57966.1460 eV. The relative energy (zero: lowest compared OMol25 entry of this formula, charge and spin) comes out at 163.09 kJ/mol. The value obtained for the HOMO energy is -12.33 eV.


7 unconnected molecules or ions with the total composition C14H38BF4N2O8, computed with ωB97M-V/def2-TZVPD.

Geometry as XYZ:
```
67
C14H38BF4N2O8 (ωB97M-V/def2-TZVPD)
F -0.736 -7.840 0.403
F -1.644 -5.803 0.649
F 0.317 -6.300 1.622
F 0.173 -5.966 -0.543
O -3.076 1.416 5.346
O 3.706 0.317 -6.269
O -7.006 -0.128 -0.267
O 4.800 -0.728 1.975
O -7.096 2.053 -0.539
O -5.073 0.987 -0.833
O -0.753 1.558 5.116
O -1.726 -0.216 6.157
N 0.544 -0.809 -1.392
N 5.393 4.097 -2.728
C -8.565 -0.242 1.604
C -0.634 -1.122 5.865
C -6.299 1.002 -0.571
C -8.365 -0.146 0.114
C 5.943 -1.495 1.659
C 4.778 1.066 -8.491
C 4.333 -1.416 -7.909
C -3.410 2.741 4.902
C -1.735 0.956 5.477
C -6.725 3.363 -0.854
C 5.708 -2.714 0.725
C 6.843 -1.794 2.925
C -3.345 3.743 6.084
C 4.635 0.010 -7.322
B -0.488 -6.461 0.534
H -8.350 0.634 2.216
H -2.866 2.939 3.978
H 4.966 2.036 -8.032
H 5.176 -3.465 1.309
H 3.410 -1.563 -8.470
H 5.014 3.313 -3.240
H 7.055 -0.897 3.506
H 5.418 5.008 -3.163
H 4.350 -2.089 -7.052
H 1.156 -0.597 -0.617
H 0.225 -0.896 6.497
H 5.654 0.781 -9.074
H -9.639 -0.316 1.780
H -6.075 3.751 -0.069
H 5.039 -1.817 -8.637
H 5.353 -2.409 -0.259
H -3.931 3.435 6.950
H 7.678 -2.439 2.650
H -8.037 -1.063 2.090
H 0.517 -1.811 -1.517
H -8.930 0.758 -0.114
H 6.527 -0.810 1.045
H -6.321 3.522 -1.854
H -0.199 -0.915 4.887
H 6.307 3.794 -2.422
H 6.628 -3.237 0.461
H 5.658 -0.067 -6.956
H -2.314 3.928 6.386
H 6.316 -2.371 3.685
H -4.475 2.726 4.669
H -0.904 -2.175 5.942
H -7.587 4.030 -0.847
H -3.847 4.661 5.778
H 3.908 0.989 -9.143
H 1.092 -0.474 -2.171
H -0.394 -0.465 -1.246
H -8.891 -0.926 -0.437
H 4.812 4.369 -1.948
```

The HOMO-LUMO gap comes out at 2.273 eV. As for the total charge: -1. The calculation puts the energy at -46038.0982 eV. The relative energy (zero: lowest compared OMol25 entry of this formula, charge and spin) comes out at 944.48 kJ/mol. The value obtained for the HOMO energy is -3.08 eV.


C3H3NOS in the gas phase, computed with ωB97M-V/def2-TZVPD.

Geometry as XYZ:
```
9
C3H3NOS (ωB97M-V/def2-TZVPD)
S 2.074 1.654 -1.583
O 0.655 -0.337 -0.640
N -2.634 0.144 0.212
C -0.226 -0.857 0.387
C 1.035 0.911 -0.527
C -1.564 -0.309 0.277
H -0.243 -1.921 0.192
H 0.290 -0.724 1.338
H 0.613 1.439 0.345
```

The HOMO-LUMO gap comes out at 9.094 eV. As for the total charge: 0. The calculation puts the energy at -17530.7114 eV. The relative energy (zero: lowest compared OMol25 entry of this formula, charge and spin) comes out at 118.58 kJ/mol. The value obtained for the HOMO energy is -9.18 eV.


A molecular structure, C3H4LiO3Rb, computed with ωB97M-V/def2-TZVPD.

Geometry as XYZ:
```
12
C3H4LiO3Rb (ωB97M-V/def2-TZVPD)
Rb 2.089 3.570 0.975
O -0.975 -0.234 0.763
O -0.748 1.783 1.520
O 1.055 -0.397 -1.605
C -0.008 -0.956 -1.309
C -0.359 -1.322 0.094
C -0.134 0.755 1.155
Li 2.870 -0.699 -1.584
H 0.576 -1.579 0.626
H -0.737 -1.191 -2.106
H -2.584 2.452 1.366
H -1.044 -2.182 0.104
```

The HOMO-LUMO gap (spin up / spin down) comes out at 4.396 / 4.972 eV. As for the total charge: +1. The calculation puts the energy at -10167.9557 eV. Its expectation value of S² is 0.7525. The relative energy (zero: lowest compared OMol25 entry of this formula, charge and spin) comes out at 564.39 kJ/mol. Its spin multiplicity is 2. The value obtained for the HOMO energy (spin up / spin down) is -8.99 / -9.63 eV.


C5H8O in the gas phase, computed with ωB97M-V/def2-TZVPD.

Geometry as XYZ:
```
14
C5H8O (ωB97M-V/def2-TZVPD)
O 1.190 -0.190 0.976
C -0.051 0.463 -0.883
C 1.155 0.812 -0.021
C -0.958 -0.262 0.082
C -0.375 -0.988 -1.097
C -0.163 -0.241 1.380
H 2.134 0.867 -0.503
H -1.076 -1.186 -1.905
H 0.384 -1.755 -0.962
H 0.916 1.770 0.482
H -2.026 -0.079 0.134
H -0.415 1.211 -1.580
H -0.296 -1.071 2.078
H -0.396 0.723 1.876
```

The HOMO-LUMO gap comes out at 11.052 eV. As for the total charge: 0. The calculation puts the energy at -7360.8100 eV. The relative energy (zero: lowest compared OMol25 entry of this formula, charge and spin) comes out at 139.45 kJ/mol. The value obtained for the HOMO energy is -9.90 eV.


C9H10BNO3 in the gas phase, computed with ωB97M-V/def2-TZVPD.

Geometry as XYZ:
```
24
C9H10BNO3 (ωB97M-V/def2-TZVPD)
O 0.051 -2.689 1.411
O -2.291 0.927 -2.828
O -0.446 2.549 -2.531
N -0.443 -1.353 1.410
C -1.191 1.484 -0.537
C 2.582 0.116 0.208
C -1.587 1.372 0.705
C -0.863 -3.787 1.632
C 1.582 -0.795 0.187
C 2.220 1.432 0.638
C 0.240 -0.457 0.763
C -0.177 0.921 0.565
C 0.946 1.892 0.681
B -1.361 1.585 -2.081
H -0.291 -4.484 0.976
H -1.082 -4.044 2.677
H 3.595 0.050 -0.119
H 3.098 2.086 0.513
H -2.473 1.629 1.248
H -2.373 1.236 -3.799
H 1.757 -1.772 -0.177
H -1.867 -3.476 1.228
H 0.846 2.966 0.732
H -0.474 2.612 -3.500
```

The HOMO-LUMO gap comes out at 7.813 eV. As for the total charge: 0. The calculation puts the energy at -17800.6168 eV. The relative energy (zero: lowest compared OMol25 entry of this formula, charge and spin) comes out at 535.94 kJ/mol. The value obtained for the HOMO energy is -7.76 eV.


2 unconnected molecules or ions with the total composition C5H11NO3, computed with ωB97M-V/def2-TZVPD.

Geometry as XYZ:
```
20
C5H11NO3 (ωB97M-V/def2-TZVPD)
O 1.433 -1.724 1.376
O 2.542 -0.044 -0.403
O -1.514 -0.240 2.452
N -1.156 1.049 -0.801
C -0.469 -1.234 0.082
C 0.252 -1.863 1.233
C -1.485 0.550 1.527
C -0.110 1.551 -1.699
C -0.578 0.288 0.335
H 0.099 -1.324 -0.895
H -0.354 -2.410 1.975
H -1.819 0.531 -1.319
H 0.498 2.361 -1.158
H 0.588 0.817 -2.103
H -0.568 2.065 -2.556
H 2.209 -0.666 0.276
H 3.533 -0.147 -0.360
H -1.481 -1.653 -0.099
H -2.020 1.436 1.560
H 0.399 0.657 0.578
```

The HOMO-LUMO gap comes out at 10.041 eV. As for the total charge: 0. The calculation puts the energy at -12994.7888 eV. The relative energy (zero: lowest compared OMol25 entry of this formula, charge and spin) comes out at 199.03 kJ/mol. The value obtained for the HOMO energy is -9.33 eV.


A molecular structure, C16H26MgN2OSi, computed with ωB97M-V/def2-TZVPD.

Geometry as XYZ:
```
47
C16H26MgN2OSi (ωB97M-V/def2-TZVPD)
Si -2.709 1.081 3.344
Mg 2.488 0.017 -0.800
O -2.199 0.934 1.773
N 1.251 0.045 -2.428
N 2.550 -1.999 -1.323
C 2.343 -3.404 -3.248
C -1.992 1.748 0.613
C -2.065 2.704 4.056
C 2.996 -4.369 -1.127
C 0.169 0.068 -4.966
C -0.245 0.495 1.859
C -2.091 -0.401 4.272
C -0.137 1.098 -4.073
C 2.746 -4.521 -2.501
C 3.289 1.915 -0.519
C 2.920 -3.070 -0.578
C 0.486 1.086 -2.814
C 1.477 -1.023 -3.246
C 0.999 -0.982 -4.558
C 2.165 -2.157 -2.631
C -4.576 1.170 3.385
H -0.965 2.757 4.025
H -0.795 1.928 -4.337
H 0.359 1.916 -2.098
H -4.936 2.075 2.875
H 2.852 -5.502 -2.974
H -2.208 -1.312 3.673
H -2.393 2.808 5.103
H 0.633 0.025 2.326
H 3.260 -5.219 -0.478
H -0.409 -0.039 0.918
H -2.465 3.564 3.498
H 0.023 1.535 1.676
H -1.026 -0.317 4.521
H 3.146 -2.895 0.492
H 1.299 -1.779 -5.228
H -2.027 2.820 0.882
H 2.939 2.486 -1.392
H -2.661 -0.538 5.200
H -0.252 0.069 -5.971
H -5.021 0.309 2.861
H 3.087 2.440 0.425
H -2.806 1.538 -0.105
H 2.163 -3.476 -4.317
H -1.040 1.515 0.138
H -4.981 1.191 4.410
H 4.360 1.667 -0.616
```

The HOMO-LUMO gap (spin up / spin down) comes out at 7.706 / 5.174 eV. As for the total charge: 0. The calculation puts the energy at -35361.7708 eV. The relative energy (zero: lowest compared OMol25 entry of this formula, charge and spin) comes out at 150.38 kJ/mol. The value obtained for the HOMO energy (spin up / spin down) is -7.41 / -5.00 eV.


> Look up the relative energy (zero: lowest compared OMol25 entry of this formula, charge and spin) of the eighth one.

150.38 kJ/mol


> What is the total charge in the fourth record?

+1


> Which of these has the lowest energy?

C2H2CuFNaO2


Copy entry 1 word for word.
A molecular structure, C2H2CuFNaO2, computed with ωB97M-V/def2-TZVPD.

Geometry as XYZ:
```
9
C2H2CuFNaO2 (ωB97M-V/def2-TZVPD)
Cu 2.777 -1.974 -0.729
Na 1.493 2.069 -0.370
F -1.884 0.228 -0.958
O -0.566 1.729 0.242
O 1.131 -0.407 -0.252
C -1.026 0.552 0.232
C -0.031 -0.606 0.135
H -1.622 -0.034 1.050
H -0.271 -1.556 0.651
```

The HOMO-LUMO gap comes out at 5.693 eV. As for the total charge: +1. The calculation puts the energy at -57966.1460 eV. The relative energy (zero: lowest compared OMol25 entry of this formula, charge and spin) comes out at 163.09 kJ/mol. The value obtained for the HOMO energy is -12.33 eV.